A structure of composition C16H31NOP2Zn. Source: the OMol25 dataset; level of theory: ωB97M-V with the def2-TZVPD basis set.

Each line ends with the Mulliken charge.
Geometry (Å):
P  0.30839  -1.80884  -1.71167  1.1369
P  0.31494  2.17605  -0.88617  0.9827
C  -0.07423  -0.22860  -2.49505  -0.7644
C  0.84113  0.96522  -2.15106  -1.2589
H  -1.13772  -0.05448  -2.23801  0.1361
H  -0.07329  -0.40218  -3.58362  0.6254
H  1.86495  0.63779  -1.92726  0.5012
H  0.88357  1.59461  -3.05103  0.7123
C  -0.59605  3.38876  -1.89380  -1.5342
H  -0.92683  4.21668  -1.25524  0.4252
H  -1.46130  2.93495  -2.39168  0.3555
H  0.11178  3.75377  -2.65329  0.5060
C  1.69929  3.12240  -0.22384  -1.3838
H  1.86495  3.96017  -0.92025  0.4248
H  2.61940  2.52154  -0.19760  0.4391
H  1.49753  3.53376  0.77697  0.3644
C  -0.91380  -2.96120  -2.36999  -1.4369
H  -1.13981  -3.73271  -1.61543  0.3930
H  -0.51143  -3.43011  -3.28355  0.4806
H  -1.84274  -2.41726  -2.60973  0.3783
C  1.96411  -2.35525  -2.12137  -1.2724
H  2.65392  -1.49867  -2.18205  0.3715
H  1.94168  -2.85633  -3.11027  0.4134
H  2.33487  -3.06418  -1.36353  0.4242
Zn  2.79012  0.26008  3.25309  -0.4189
C  -1.14513  1.43552  0.06757  0.8376
C  -2.15218  0.66533  -0.65123  -1.6805
C  -3.11038  -0.26267  -0.03498  -0.9803
C  -2.51620  -1.25075  1.04533  -0.6214
C  -1.47331  -2.09711  0.50873  -1.3440
C  -0.14568  -1.74266  0.05229  0.5677
C  0.57373  -0.49674  0.70803  0.5435
C  -0.29406  0.66714  1.17040  -1.4667
C  2.00320  -1.46399  3.92922  -0.9413
H  -1.61707  2.29651  0.60413  0.5915
H  -2.46088  1.07963  -1.61049  0.5240
H  -3.53528  -0.88086  -0.85535  0.2120
H  -3.99662  0.21669  0.41878  0.3609
H  -2.18203  -0.68764  1.93648  0.2756
H  -3.32058  -1.91762  1.41600  0.4202
H  -1.67545  -3.16698  0.43474  0.4380
H  0.47604  -2.62639  0.35394  0.7070
H  1.41712  -0.12642  0.08645  0.2673
H  1.07307  -0.89205  1.61104  -1.0187
H  -0.96519  0.31485  1.95545  0.3552
H  0.34729  1.38924  1.71028  0.5815
H  2.84845  -2.14893  4.06581  0.2354
H  1.29417  -1.91602  3.23404  0.1567
H  1.48263  -1.27165  4.88251  0.2524
O  0.82716  2.72875  5.99990  -0.5941
C  1.35981  2.21464  5.06233  0.6107
N  1.87393  1.68416  4.10403  -0.2917

Forces on the atoms, in the same order (eV/Å):
-2.30 0.84 -0.24
-3.10 -0.26 -1.05
0.40 -0.37 -1.00
0.44 0.21 -0.49
0.34 0.05 0.61
0.44 -0.04 0.11
-0.13 0.16 -0.11
0.30 -0.22 0.09
0.63 0.17 -0.32
0.05 -0.17 -0.16
0.23 0.01 0.27
-0.36 0.20 0.10
0.46 0.04 0.08
-0.11 -0.24 0.21
-0.33 0.05 0.25
-0.01 -0.32 -0.28
0.21 -0.44 -0.62
0.15 0.28 -0.41
-0.34 0.08 0.29
0.40 -0.17 0.20
0.53 -0.26 -0.01
-0.24 -0.33 0.14
-0.04 0.29 0.55
-0.08 0.25 -0.27
0.30 -0.40 -0.46
0.97 0.04 2.45
1.36 -0.09 -1.74
-0.42 -0.73 0.43
-1.52 0.50 0.33
-0.14 -1.28 -0.43
2.75 0.42 0.83
0.10 -0.56 0.32
-0.73 0.54 0.37
0.26 -0.23 0.14
0.93 0.42 0.00
-0.43 0.32 0.22
0.06 0.04 0.42
0.00 -0.04 0.32
-0.46 -0.39 -0.51
0.25 0.40 -0.26
-0.11 0.24 0.10
-0.06 0.32 0.08
-0.32 -0.32 0.17
-0.17 0.32 -0.45
0.41 0.30 -0.19
-0.03 -0.25 -0.25
-0.33 -0.15 0.15
-0.04 -0.21 0.04
0.26 -0.11 -0.29
0.29 -0.13 -0.47
0.52 -0.79 -1.11
-1.23 1.99 1.84

Relative energy (zero: lowest compared OMol25 entry of this formula, charge and spin) in kcal/mol: 124.0
Orbital gap (spin up / spin down) in eV: 5.25 / 3.82